Run a
9 unconnected molecules or ions with the total composition C30H55NO24. Source: the Open Molecules 2025 dataset; level of theory: wB97M-V/def2-TZVPD.

Last column: Löwdin charge in e.
Atoms and positions in Å:
C -1.60 -3.40 -3.24  -0.0203
C -2.05 -4.72 -2.67  -0.3306
C -3.39 -4.62 -1.88  -0.0601
O -4.38 -5.20 -2.74  0.0652
C -3.77 -5.79 -3.77  -0.4913
O -4.22 -6.45 -4.72  0.1082
O -2.41 -5.51 -3.76  0.0638
H -1.29 -2.70 -2.42  0.0784
H -2.45 -2.98 -3.79  0.0844
H -0.70 -3.40 -3.84  0.0900
H -1.27 -5.15 -2.05  0.1405
H -3.62 -3.56 -1.84  0.1077
H -3.37 -5.08 -0.91  0.1132
C -0.22 -2.25 4.31  0.0043
C 1.27 -2.12 4.69  -0.2835
C 2.23 -2.74 3.64  -0.0456
O 3.19 -1.70 3.50  0.0922
C 2.80 -0.61 4.09  -0.6180
O 3.36 0.47 4.00  0.1336
O 1.67 -0.79 4.71  0.0837
H -0.87 -1.54 4.77  0.0798
H -0.68 -3.21 4.52  0.0762
H -0.34 -2.19 3.20  0.0737
H 1.42 -2.48 5.72  0.1609
H 1.73 -3.01 2.74  0.1072
H 2.70 -3.65 4.04  0.1414
C 2.69 5.50 -1.18  -0.0117
O 1.47 5.47 -0.42  -0.0163
C 0.92 4.30 -0.06  -0.3950
O 1.43 3.05 -0.54  -0.0768
O -0.22 4.33 0.56  0.0446
C -0.87 3.14 0.92  -0.0228
H 2.59 4.94 -2.12  0.1166
H 3.45 5.14 -0.57  0.0596
H 2.89 6.51 -1.41  0.0867
H -0.39 2.67 1.76  0.0713
H -0.93 2.42 0.08  0.0930
H -1.82 3.33 1.32  0.0974
C -1.29 -5.07 1.85  -0.0478
O -0.08 -4.73 1.26  0.0234
C -0.09 -3.73 0.41  -0.3630
O -1.29 -3.14 -0.08  -0.0535
O 1.17 -3.40 -0.02  0.0082
C 1.39 -2.32 -0.93  -0.0328
H -1.84 -4.25 2.31  0.0967
H -1.25 -5.88 2.54  0.0920
H -1.95 -5.45 1.09  0.0839
H 2.39 -2.21 -1.23  0.0790
H 0.94 -1.38 -0.65  0.0553
H 0.93 -2.58 -1.86  0.0764
C 1.27 1.23 -7.41  -0.0592
O 1.47 0.78 -6.11  0.0065
C 0.91 1.39 -5.06  -0.4096
O 0.16 2.59 -5.12  -0.0727
O 1.12 0.76 -3.93  0.0284
C 0.26 0.95 -2.80  -0.0242
H 0.26 1.18 -7.73  0.0899
H 1.68 0.42 -8.05  0.1042
H 1.79 2.11 -7.66  0.0865
H 0.46 0.21 -2.01  0.0814
H -0.77 0.88 -3.02  0.0652
H 0.35 1.88 -2.37  0.0478
C -3.28 1.42 -2.06  -0.0771
O -3.25 0.29 -2.88  0.0003
C -4.38 -0.45 -3.01  -0.4320
O -5.55 -0.06 -2.30  -0.0729
O -4.26 -1.45 -3.81  0.0120
C -5.44 -2.28 -4.01  -0.0034
H -2.26 1.80 -1.86  0.0872
H -3.66 1.14 -1.12  0.0612
H -3.92 2.25 -2.22  0.0909
H -5.12 -3.23 -4.42  0.0771
H -6.28 -1.84 -4.65  0.1327
H -5.81 -2.72 -3.07  0.0979
C 2.03 5.51 2.57  -0.0525
O 2.02 4.19 3.02  0.0034
C 1.02 3.84 3.78  -0.4576
O -0.18 4.63 3.90  -0.0883
O 1.11 2.66 4.25  0.0268
C 0.08 1.95 4.97  0.0202
H 2.48 6.12 3.34  0.1048
H 1.03 5.86 2.44  0.0914
H 2.67 5.70 1.70  0.0948
H -0.55 2.65 5.47  0.0860
H 0.47 1.29 5.75  0.0976
H -0.48 1.34 4.30  0.0788
C -3.65 -1.30 0.52  -0.0071
O -2.59 -0.96 1.47  0.0127
C -1.51 -0.38 1.02  -0.3671
O -1.24 -0.18 -0.37  -0.0811
O -0.69 0.05 2.04  -0.0490
C 0.66 0.33 1.75  -0.0630
H -4.06 -2.30 0.58  0.0923
H -3.37 -1.09 -0.54  0.0743
H -4.46 -0.54 0.68  0.1098
H 1.23 0.81 2.58  0.0918
H 0.71 0.96 0.81  0.0977
H 1.09 -0.61 1.44  0.0678
C 5.44 3.68 2.24  -0.0827
C 5.23 2.22 1.86  -0.2447
C 3.89 1.91 1.20  -0.1953
C 3.74 0.50 0.93  -0.2203
N 3.64 -0.62 0.76  0.1985
H 6.28 3.85 2.93  0.0743
H 4.53 4.00 2.71  0.0394
H 5.68 4.31 1.31  0.0969
H 5.32 1.47 2.66  0.1052
H 5.98 1.91 1.16  0.1005
H 3.71 2.49 0.31  0.0966
H 2.98 2.21 1.77  0.1097

Results
E_LUMO	0.006	Eh
HOMO-LUMO gap	9.928	eV
structure (SMILES)	C[C@H]1COC(=O)O1.C[C@H]1COC(=O)O1.COC(=O)OC.COC(=O)OC.COC(=O)OC.COC(=O)OC.COC(=O)OC.COC(=O)OC.CCCC#N

=====

Run b
9 unconnected molecules or ions with the total composition C30H55NO24. Source: the Open Molecules 2025 dataset; level of theory: wB97M-V/def2-TZVPD.

Last column: Löwdin charge in e.
Atoms and positions in Å:
C -2.06 -4.84 -1.98  -0.0205
C -1.09 -3.79 -1.40  -0.3047
C -1.67 -2.37 -1.27  -0.1021
O -1.47 -1.98 0.04  0.0699
C -1.08 -3.01 0.70  -0.5735
O -0.90 -3.01 1.89  0.1360
O -0.88 -4.14 -0.06  0.0950
H -2.40 -4.49 -2.97  0.0899
H -3.03 -5.06 -1.43  0.1138
H -1.64 -5.78 -2.13  0.0483
H -0.18 -3.65 -2.09  0.1719
H -2.78 -2.34 -1.38  0.1363
H -1.22 -1.70 -2.06  0.1307
C -1.48 2.71 0.58  0.0123
C 0.02 2.28 0.83  -0.2464
C 0.26 0.83 0.40  -0.0690
O 0.84 1.03 -0.86  0.0726
C 1.32 2.23 -0.93  -0.6283
O 2.03 2.66 -1.87  0.0849
O 0.80 3.00 -0.06  0.1285
H -1.64 3.55 1.20  0.0661
H -2.25 2.03 0.88  0.0435
H -1.66 3.06 -0.42  0.0611
H 0.37 2.50 1.82  0.1261
H -0.71 0.33 0.34  0.1143
H 0.92 0.28 1.06  0.1171
C -6.12 3.01 -0.64  -0.0480
O -6.24 1.84 0.13  0.0035
C -5.29 0.92 0.15  -0.4162
O -4.09 1.08 -0.61  -0.0869
O -5.48 -0.12 0.91  0.0337
C -4.44 -1.07 0.95  -0.0396
H -5.10 3.35 -0.80  0.0677
H -6.74 3.80 -0.24  0.0970
H -6.39 2.69 -1.66  0.1097
H -4.81 -1.78 1.69  0.1132
H -3.38 -0.66 1.23  0.1194
H -4.32 -1.56 0.03  0.0601
C 5.54 0.14 -0.68  -0.0442
O 4.41 0.53 0.06  -0.0396
C 4.51 1.56 0.94  -0.3212
O 5.75 2.24 1.17  -0.0765
O 3.43 1.94 1.67  -0.0273
C 3.46 3.18 2.36  -0.0520
H 6.43 0.11 -0.05  0.1033
H 5.61 0.86 -1.43  0.0785
H 5.36 -0.91 -1.06  0.1076
H 3.53 4.09 1.73  0.1153
H 4.36 3.17 3.06  0.1242
H 2.57 3.46 2.92  0.0704
C 1.37 -2.81 -6.26  -0.0639
O 1.83 -1.51 -6.11  -0.0035
C 2.29 -1.12 -4.95  -0.4445
O 2.25 -2.02 -3.86  -0.0652
O 2.76 0.13 -4.89  -0.0011
C 3.39 0.57 -3.74  -0.0640
H 1.01 -3.13 -7.25  0.1005
H 0.47 -2.99 -5.62  0.1035
H 2.25 -3.40 -5.97  0.1084
H 2.65 0.74 -2.98  0.0602
H 3.92 1.57 -3.84  0.1290
H 4.13 -0.20 -3.42  0.1006
C 2.51 -1.86 -0.68  -0.0272
O 2.48 -2.36 0.65  -0.0002
C 2.45 -3.63 0.94  -0.4239
O 2.39 -4.63 -0.06  -0.0573
O 2.65 -3.89 2.24  -0.0273
C 2.83 -5.25 2.58  -0.0387
H 3.48 -2.16 -1.24  0.1219
H 2.53 -0.77 -0.64  0.0659
H 1.74 -2.26 -1.34  0.0754
H 1.98 -5.76 2.16  0.0901
H 2.91 -5.47 3.66  0.1086
H 3.68 -5.61 2.02  0.0920
C -4.98 3.18 3.24  -0.0568
O -4.66 1.82 3.27  0.0020
C -3.37 1.46 3.30  -0.3581
O -2.31 2.38 3.31  -0.0495
O -3.13 0.11 3.40  -0.0535
C -1.80 -0.38 3.47  -0.0306
H -4.88 3.62 2.24  0.0942
H -4.35 3.78 3.93  0.1135
H -6.03 3.36 3.40  0.0903
H -1.41 -0.24 2.46  0.0766
H -1.97 -1.40 3.75  0.0961
H -1.18 0.11 4.19  0.0783
C 2.48 -0.94 3.41  -0.0495
O 2.93 -0.10 4.43  0.0607
C 2.30 0.99 4.62  -0.3622
O 1.06 1.31 3.87  -0.1188
O 2.91 1.93 5.39  -0.0019
C 2.19 3.15 5.60  -0.0533
H 1.46 -1.33 3.37  0.1063
H 3.14 -1.81 3.38  0.1004
H 2.52 -0.38 2.46  0.0751
H 2.79 4.01 5.68  0.0793
H 1.66 2.95 6.54  0.1063
H 1.40 3.37 4.87  0.0909
C -0.57 0.07 -4.57  -0.0483
C -1.80 1.08 -4.32  -0.1996
C -1.64 1.81 -3.00  -0.2118
C -2.52 2.92 -2.82  -0.2501
N -3.18 3.85 -2.66  0.1676
H -0.64 -0.72 -3.79  0.0555
H 0.42 0.55 -4.52  0.0745
H -0.69 -0.42 -5.54  0.0656
H -2.75 0.54 -4.21  0.1049
H -2.07 1.70 -5.16  0.1010
H -0.61 2.18 -2.95  0.1193
H -1.68 1.14 -2.10  0.1210

Results
E_LUMO	0.016	Eh
HOMO-LUMO gap	10.520	eV
structure (SMILES)	C[C@H]1COC(=O)O1.C[C@H]1COC(=O)O1.COC(=O)OC.COC(=O)OC.COC(=O)OC.COC(=O)OC.COC(=O)OC.COC(=O)OC.CCCC#N

=====

Quick look at relative energies in kJ/mol: run a 0.0; run b 53.8.

=====

Run a
12 unconnected molecules or ions with the total composition H23O12. Source: the Open Molecules 2025 dataset; level of theory: wB97M-V/def2-TZVPD.

Last column: Löwdin charge in e.
Atoms and positions in Å:
O -0.36 -1.41 -1.00  -0.3543
H -0.10 -2.22 -0.55  -0.0227
H 3.99 1.79 -0.90  0.0067
O 1.42 2.94 -1.34  -0.0852
H 1.49 2.27 -0.64  -0.0154
H 0.58 2.60 -1.68  -0.0109
O -4.12 -2.03 -0.85  -0.0667
H -3.38 -2.64 -0.82  0.0298
O 4.48 1.55 -1.68  -0.0598
H -1.55 -0.55 -0.20  -0.0302
H 4.34 0.65 -1.96  0.0132
O -0.12 -0.49 2.51  -0.0329
H -0.43 0.27 2.06  0.0065
H -0.58 -2.08 -2.29  -0.0436
O -2.75 -0.65 3.87  -0.0714
H -1.89 -0.96 3.56  -0.0038
H -4.58 -2.26 -0.04  0.0289
O -2.18 -0.25 0.50  -0.1028
H -2.66 0.51 0.18  0.0226
H -3.03 -0.20 3.08  0.0036
O 1.44 1.70 1.24  -0.0178
H 1.43 0.77 1.19  0.0159
H 2.26 1.99 1.65  0.0600
O -0.76 1.56 -2.63  -0.0517
H -1.15 1.71 -1.76  0.0389
H -1.08 0.64 -2.71  0.0472
O 2.06 -0.77 -2.01  -0.1050
H 2.05 -1.39 -2.75  0.0137
H 1.28 -1.09 -1.49  -0.0226
O 1.84 0.82 4.50  -0.0657
H 1.24 0.07 4.59  0.0209
H 1.37 1.46 3.95  0.0101
O -0.71 -2.69 -3.14  -0.1678
H -0.08 -1.19 1.88  0.0347
H -1.38 -2.28 -3.67  -0.0223

Results
E_LUMO	0.100	Eh
net charge	-1
HOMO-LUMO gap	9.195	eV

=====

Run b
12 unconnected molecules or ions with the total composition H23O12. Source: the Open Molecules 2025 dataset; level of theory: wB97M-V/def2-TZVPD.

Last column: Löwdin charge in e.
Atoms and positions in Å:
O -2.62 3.84 -0.78  -0.0953
H 0.06 -0.87 4.48  0.0304
H -0.16 2.10 0.90  -0.0179
O -1.94 -3.08 1.19  -0.0743
H -2.18 -3.87 0.70  0.0155
H -1.62 -2.30 0.72  -0.0033
O 2.42 3.91 0.46  -0.0843
H 1.79 3.18 0.37  -0.0076
O -0.97 2.67 1.07  -0.1212
H 2.13 -0.60 -4.59  0.0165
H -1.47 1.85 1.26  0.0414
O -0.25 -0.46 5.30  -0.0814
H -3.65 1.16 -0.35  0.0190
H 1.19 0.24 -1.17  0.0179
O -0.87 -0.69 -0.47  -0.1876
H -0.05 -0.10 -0.03  0.0135
H 1.79 4.62 0.22  0.0452
O 1.39 -1.17 -4.38  -0.1001
H 1.19 -0.91 -3.46  -0.0286
H -0.70 -0.37 -1.38  0.0232
O 3.62 -2.65 -0.73  -0.0651
H 3.56 -2.25 0.14  0.0332
H 2.77 -2.65 -1.18  0.0112
O -4.50 1.17 0.12  -0.0862
H -4.69 0.22 -0.10  0.0527
H -2.58 3.40 0.09  -0.0056
O 0.96 0.89 0.62  -0.3749
H -1.89 3.31 -1.14  0.0254
H 0.52 -4.16 -0.25  0.0501
O 1.26 -3.64 0.09  -0.0661
H 1.51 0.32 1.19  -0.0257
H -0.88 0.19 4.92  0.0501
O 1.47 -0.18 -2.02  -0.0875
H 1.10 -2.70 -0.09  0.0192
H 2.33 -0.48 -1.71  0.0485

Results
E_LUMO	0.094	Eh
net charge	-1
HOMO-LUMO gap	9.569	eV

=====

Run c
A molecular structure, H23O12. Source: the Open Molecules 2025 dataset; level of theory: wB97M-V/def2-TZVPD.

Last column: Löwdin charge in e.
Atoms and positions in Å:
O 0.64 2.17 1.58  -0.0957
H 1.53 2.46 1.79  0.0193
H 0.58 1.35 2.15  -0.0098
O 2.55 0.95 3.97  -0.1258
H 2.73 0.08 4.36  0.0203
H 1.89 0.70 3.26  -0.0163
O 0.13 -0.53 -4.58  -0.0744
H 0.09 0.03 -3.78  0.0254
O 1.97 -2.25 -2.64  -0.0718
H 2.22 -1.32 -2.57  0.0097
H 2.52 -2.51 -1.90  0.0178
O 0.31 -1.64 1.08  -0.2054
H 0.65 -2.32 1.71  0.0439
H 1.53 -1.20 0.23  0.0040
O 0.26 0.83 -1.12  -0.0859
H 0.25 0.91 -0.15  0.0155
H 0.93 -1.06 -4.39  0.0159
O -2.80 2.04 1.27  -0.0477
H -2.83 1.10 1.51  0.0496
H -3.15 2.17 0.40  -0.0015
O 2.30 -0.90 -0.39  -0.1401
H 2.81 -0.34 0.21  0.0567
H 1.10 0.33 -1.22  0.0157
O -2.06 -0.72 -0.86  -0.0721
H -1.12 -0.91 -0.71  0.0137
H -1.92 0.20 -1.11  0.0263
O -1.39 3.33 -1.94  -0.0694
H -0.58 3.30 -1.40  0.0331
H -2.02 3.36 -1.20  0.0148
O -3.46 -3.05 -0.55  -0.0965
H -2.50 -3.18 -0.54  0.0201
H -3.41 -2.21 -1.05  0.0045
O 0.34 -0.09 2.99  -0.2978
H 0.32 -0.93 2.00  -0.0098
H -0.41 -0.15 3.58  0.0133

Results
E_LUMO	0.105	Eh
net charge	-1
HOMO-LUMO gap	9.622	eV

=====

Quick look at relative energies in kJ/mol: run a 19.9; run b 67.0; run c 0.0.